No. 1
{"formula": "C36H98N5O33P7", "method": "ωB97M-V/def2-TZVPD", "gap_ev": 8.72, "smiles": "COP(=O)(OC)OC.COP(=O)(OC)OC.COP(=O)(OC)OC.COP(=O)(OC)OC.COP(=O)(OC)OC.COP(=O)(OC)OC.COP(=O)(OC)OC.CNC(C)=O.CNC(C)=O.CNC(C)=O.CNC(C)=O.CNC(C)=O", "symbols": ["C", "O", "P", "O", "O", "C", "O", "C", "H", "H", "H", "H", "H", "H", "H", "H", "H", "C", "O", "P", "O", "O", "C", "O", "C", "H", "H", "H", "H", "H", "H", "H", "H", "H", "C", "O", "P", "O", "O", "C", "O", "C", "H", "H", "H", "H", "H", "H", "H", "H", "H", "C", "O", "P", "O", "O", "C", "O", "C", "H", "H", "H", "H", "H", "H", "H", "H", "H", "C", "O", "P", "O", "O", "C", "O", "C", "H", "H", "H", "H", "H", "H", "H", "H", "H", "C", "O", "P", "O", "O", "C", "O", "C", "H", "H", "H", "H", "H", "H", "H", "H", "H", "C", "O", "P", "O", "O", "C", "O", "C", "H", "H", "H", "H", "H", "H", "H", "H", "H", "C", "N", "C", "C", "O", "H", "H", "H", "H", "H", "H", "H", "C", "N", "C", "C", "O", "H", "H", "H", "H", "H", "H", "H", "C", "N", "C", "C", "O", "H", "H", "H", "H", "H", "H", "H", "C", "N", "C", "C", "O", "H", "H", "H", "H", "H", "H", "H", "C", "N", "C", "C", "O", "H", "H", "H", "H", "H", "H", "H"], "xyz": [[-2.72, 0.30, -0.99], [-3.29, -0.71, -0.20], [-4.91, -1.04, -0.39], [-5.48, -0.63, -1.68], [-5.00, -2.59, -0.06], [-5.99, -3.34, -0.65], [-5.50, -0.21, 0.93], [-6.83, 0.31, 1.05], [-2.07, 0.90, -0.34], [-3.53, 0.84, -1.47], [-2.03, -0.14, -1.71], [-5.38, -3.93, -1.32], [-6.76, -2.84, -1.25], [-6.25, -4.15, 0.03], [-7.45, -0.01, 0.22], [-6.70, 1.39, 1.20], [-7.12, -0.10, 2.02], [-7.19, 2.57, -1.94], [-7.42, 2.95, -0.58], [-6.63, 4.22, 0.09], [-6.98, 4.56, 1.51], [-5.03, 3.83, -0.16], [-4.32, 3.09, 0.85], [-6.90, 5.31, -1.07], [-8.07, 6.06, -1.04], [-6.38, 3.05, -2.50], [-8.06, 2.57, -2.60], [-6.91, 1.53, -1.78], [-4.67, 3.31, 1.86], [-3.28, 3.36, 0.64], [-4.61, 2.05, 0.74], [-7.88, 7.04, -1.46], [-8.64, 6.12, -0.12], [-8.73, 5.43, -1.65], [-0.89, -7.42, 0.06], [-0.34, -6.22, 0.63], [1.22, -6.08, 1.09], [1.52, -4.78, 1.67], [1.50, -7.30, 2.04], [2.62, -7.34, 2.89], [2.12, -6.38, -0.25], [1.88, -5.54, -1.38], [-1.03, -8.28, 0.71], [-0.42, -7.81, -0.84], [-1.90, -7.31, -0.34], [2.54, -6.62, 3.70], [3.43, -7.05, 2.23], [2.68, -8.36, 3.29], [1.85, -6.22, -2.24], [2.76, -4.91, -1.50], [1.02, -4.87, -1.35], [3.60, -4.03, 5.09], [4.08, -2.74, 4.80], [4.93, -2.08, 5.95], [5.15, -0.62, 5.78], [4.16, -2.55, 7.37], [4.81, -2.33, 8.60], [6.39, -2.85, 5.97], [7.10, -2.83, 4.77], [3.65, -4.71, 4.24], [2.52, -4.09, 5.23], [4.06, -4.69, 5.83], [4.49, -2.98, 9.41], [4.84, -1.33, 9.03], [5.88, -2.45, 8.41], [7.34, -3.89, 4.73], [7.88, -2.08, 4.84], [6.59, -2.59, 3.83], [-0.36, -6.19, -5.99], [-0.47, -5.55, -4.70], [-1.90, -5.19, -4.15], [-2.53, -6.39, -3.50], [-1.46, -3.91, -3.16], [-2.23, -3.76, -1.92], [-2.69, -4.46, -5.40], [-3.62, -3.40, -5.33], [-1.31, -6.53, -6.41], [0.36, -7.00, -6.02], [0.03, -5.39, -6.62], [-3.29, -3.97, -2.02], [-2.10, -2.73, -1.58], [-1.68, -4.39, -1.23], [-3.18, -2.53, -5.82], [-3.91, -3.11, -4.33], [-4.46, -3.82, -5.89], [-0.66, -2.34, 0.96], [-0.57, -0.95, 1.36], [0.72, -0.09, 0.81], [1.03, -0.33, -0.61], [0.29, 1.46, 1.16], [0.38, 2.60, 0.32], [1.85, -0.27, 1.89], [2.50, -1.52, 1.95], [-1.67, -2.70, 0.82], [-0.30, -2.87, 1.84], [-0.20, -2.62, 0.01], [-0.62, 3.02, 0.37], [0.60, 2.33, -0.71], [1.19, 3.25, 0.67], [3.00, -1.81, 1.03], [1.77, -2.31, 2.12], [3.17, -1.54, 2.82], [-0.16, 1.17, -3.60], [-0.23, 2.25, -4.49], [-1.23, 3.49, -4.10], [-1.46, 3.74, -2.60], [-0.62, 4.82, -4.87], [-0.88, 5.11, -6.20], [-2.61, 3.14, -4.87], [-3.79, 2.73, -4.10], [0.72, 1.06, -2.97], [-0.28, 0.19, -4.07], [-0.87, 1.28, -2.78], [-1.21, 4.24, -6.77], [0.06, 5.27, -6.74], [-1.57, 5.93, -6.40], [-4.63, 3.37, -4.35], [-3.61, 2.66, -3.03], [-3.92, 1.72, -4.49], [1.63, 2.90, 4.02], [0.21, 3.07, 4.11], [-0.63, 4.04, 3.71], [0.01, 5.18, 2.87], [-1.83, 3.92, 4.00], [2.14, 2.87, 4.98], [2.09, 3.74, 3.50], [1.95, 2.02, 3.47], [-0.31, 2.41, 4.67], [-0.80, 5.88, 2.65], [0.54, 4.83, 1.98], [0.77, 5.74, 3.42], [2.56, 6.38, -5.30], [1.68, 6.53, -4.08], [2.03, 6.02, -2.94], [0.98, 6.07, -1.82], [3.20, 5.70, -2.67], [2.41, 5.58, -6.02], [3.58, 6.11, -5.05], [2.53, 7.26, -5.95], [0.70, 6.75, -4.17], [1.12, 6.97, -1.22], [1.25, 5.32, -1.08], [-0.06, 6.00, -2.13], [6.93, 5.19, -1.74], [5.66, 4.57, -1.42], [5.66, 3.59, -0.48], [4.23, 3.16, -0.06], [6.71, 3.05, -0.01], [7.74, 4.57, -2.12], [7.35, 5.72, -0.89], [6.78, 5.91, -2.54], [4.78, 5.04, -1.58], [3.82, 2.43, -0.76], [3.41, 3.88, -0.06], [4.21, 2.72, 0.94], [1.90, 0.44, 7.02], [0.98, -0.46, 6.31], [-0.13, -0.03, 5.76], [-0.79, -1.05, 4.79], [-0.60, 1.11, 5.92], [2.77, 0.38, 6.36], [2.11, -0.02, 7.99], [1.55, 1.47, 7.02], [1.12, -1.46, 6.41], [-1.37, -1.83, 5.30], [-0.04, -1.55, 4.17], [-1.53, -0.59, 4.15], [4.71, -1.61, -1.22], [3.41, -1.44, -2.01], [3.12, -2.34, -2.95], [1.70, -2.54, -3.33], [3.97, -3.05, -3.48], [4.52, -1.46, -0.16], [5.34, -0.79, -1.57], [5.19, -2.57, -1.39], [2.59, -1.05, -1.58], [1.65, -2.79, -4.39], [1.15, -1.60, -3.27], [1.06, -3.29, -2.87]]}

=====

No. 2
{"formula": "C36H99N9O9", "method": "ωB97M-V/def2-TZVPD", "gap_ev": 8.55, "smiles": "COC[C@H](C)N.COC[C@H](C)N.COC[C@H](C)N.COC[C@H](C)N.COC[C@H](C)N.COC[C@H](C)N.COC[C@H](C)N.COC[C@H](C)N.COC[C@H](C)N", "e_above_lowest_kj_mol": 348.84, "symbols": ["C", "O", "C", "C", "C", "N", "H", "H", "H", "H", "H", "H", "H", "H", "H", "H", "H", "C", "O", "C", "C", "C", "N", "H", "H", "H", "H", "H", "H", "H", "H", "H", "H", "H", "C", "O", "C", "C", "C", "N", "H", "H", "H", "H", "H", "H", "H", "H", "H", "H", "H", "C", "O", "C", "C", "C", "N", "H", "H", "H", "H", "H", "H", "H", "H", "H", "H", "H", "C", "O", "C", "C", "C", "N", "H", "H", "H", "H", "H", "H", "H", "H", "H", "H", "H", "C", "O", "C", "C", "C", "N", "H", "H", "H", "H", "H", "H", "H", "H", "H", "H", "H", "C", "O", "C", "C", "C", "N", "H", "H", "H", "H", "H", "H", "H", "H", "H", "H", "H", "C", "O", "C", "C", "C", "N", "H", "H", "H", "H", "H", "H", "H", "H", "H", "H", "H", "C", "O", "C", "C", "C", "N", "H", "H", "H", "H", "H", "H", "H", "H", "H", "H", "H"], "xyz": [[5.71, -5.13, -0.65], [5.40, -3.79, -1.01], [5.03, -2.97, 0.06], [4.74, -1.58, -0.52], [4.58, -0.43, 0.45], [3.56, -1.51, -1.41], [4.85, -5.78, -0.53], [6.24, -5.06, 0.30], [6.42, -5.55, -1.37], [4.29, -3.45, 0.71], [5.92, -2.83, 0.68], [5.59, -1.36, -1.17], [3.92, -0.80, 1.24], [4.20, 0.53, 0.11], [5.53, -0.11, 0.88], [2.77, -1.39, -0.80], [3.46, -2.37, -1.93], [7.13, 4.42, 5.21], [6.60, 4.21, 3.92], [5.20, 4.59, 3.84], [4.24, 3.49, 4.44], [4.65, 2.08, 4.25], [2.96, 3.64, 3.80], [6.76, 3.72, 5.97], [6.96, 5.38, 5.68], [8.21, 4.23, 5.20], [4.94, 5.56, 4.25], [5.07, 4.64, 2.76], [4.10, 3.72, 5.50], [3.83, 1.39, 4.47], [5.40, 1.75, 4.96], [5.10, 1.81, 3.29], [3.00, 3.23, 2.89], [2.68, 4.60, 3.66], [0.38, -1.02, -2.29], [0.78, -1.31, -0.93], [-0.17, -0.99, 0.10], [-0.02, 0.53, 0.60], [1.34, 0.87, 1.17], [-0.91, 0.83, 1.69], [-0.46, -1.68, -2.53], [1.11, -1.19, -3.08], [0.07, 0.02, -2.40], [-1.20, -1.18, -0.21], [0.02, -1.73, 0.88], [-0.20, 1.26, -0.19], [2.08, 0.57, 0.42], [1.53, 0.33, 2.10], [1.51, 1.93, 1.36], [-0.41, 0.44, 2.48], [-1.68, 0.18, 1.64], [-1.83, 1.90, -4.20], [-1.88, 2.95, -3.28], [-2.42, 2.63, -1.98], [-2.33, 3.80, -1.10], [-0.91, 4.34, -0.95], [-2.80, 3.55, 0.25], [-1.64, 2.27, -5.21], [-2.75, 1.31, -4.25], [-1.09, 1.18, -3.86], [-3.44, 2.25, -1.93], [-1.71, 1.92, -1.56], [-2.93, 4.62, -1.49], [-0.47, 4.43, -1.94], [-0.32, 3.69, -0.31], [-1.01, 5.40, -0.71], [-3.77, 3.27, 0.23], [-2.29, 2.75, 0.59], [-7.33, -4.27, -6.47], [-5.93, -3.90, -6.48], [-5.38, -3.30, -5.27], [-3.88, -2.92, -5.36], [-3.37, -2.36, -4.06], [-3.71, -1.96, -6.38], [-7.39, -5.20, -5.90], [-7.69, -4.45, -7.48], [-7.93, -3.55, -5.92], [-6.05, -2.46, -5.07], [-5.41, -3.99, -4.43], [-3.29, -3.80, -5.60], [-2.36, -2.00, -4.21], [-3.34, -3.06, -3.23], [-4.07, -1.59, -3.72], [-4.26, -2.17, -7.20], [-4.12, -1.12, -5.99], [-2.11, -2.83, 2.53], [-2.81, -1.67, 2.09], [-4.12, -1.90, 1.64], [-4.86, -0.62, 1.24], [-4.31, 0.06, -0.05], [-4.90, 0.37, 2.27], [-2.51, -3.17, 3.48], [-1.08, -2.52, 2.70], [-2.01, -3.68, 1.85], [-4.03, -2.57, 0.78], [-4.67, -2.50, 2.36], [-5.87, -0.97, 1.07], [-3.37, 0.61, 0.03], [-5.04, 0.66, -0.58], [-4.16, -0.69, -0.83], [-5.32, 0.06, 3.13], [-3.98, 0.55, 2.63], [2.24, -2.37, -9.23], [2.17, -2.12, -7.84], [1.93, -0.77, -7.53], [1.68, -0.47, -6.03], [1.37, 1.02, -5.87], [2.81, -0.92, -5.25], [3.08, -1.81, -9.63], [1.30, -2.10, -9.72], [2.39, -3.45, -9.30], [2.76, -0.15, -7.87], [1.06, -0.41, -8.07], [0.81, -1.06, -5.72], [2.14, 1.77, -6.08], [1.25, 1.24, -4.81], [0.45, 1.35, -6.34], [3.64, -0.37, -5.41], [3.00, -1.87, -5.55], [-2.85, 1.73, 5.66], [-2.54, 3.11, 5.31], [-1.90, 3.07, 4.01], [-1.46, 4.53, 3.60], [-2.61, 5.55, 3.38], [-0.77, 4.44, 2.36], [-3.41, 1.72, 6.60], [-1.97, 1.16, 5.93], [-3.44, 1.14, 4.96], [-1.07, 2.37, 3.96], [-2.53, 2.72, 3.19], [-0.86, 4.84, 4.45], [-3.14, 5.17, 2.51], [-2.07, 6.48, 3.21], [-3.21, 5.72, 4.27], [-0.26, 3.57, 2.32], [-1.36, 4.37, 1.54], [-0.92, -4.64, 5.54], [-0.67, -3.28, 5.21], [0.74, -2.98, 5.25], [1.21, -2.01, 4.09], [2.66, -1.65, 4.10], [0.35, -0.82, 4.06], [-0.40, -5.35, 4.90], [-1.99, -4.83, 5.44], [-0.78, -4.79, 6.61], [0.97, -2.55, 6.22], [1.39, -3.86, 5.21], [0.97, -2.40, 3.10], [2.97, -0.95, 3.32], [3.26, -2.56, 4.01], [3.07, -1.31, 5.05], [0.60, -0.16, 4.78], [-0.56, -1.19, 4.29]]}

=====

No. 3
{"formula": "C37H100N10O11", "method": "ωB97M-V/def2-TZVPD", "gap_ev": 8.40, "smiles": "COC[C@H](C)N.COC[C@H](C)N.COC[C@H](C)N.COC[C@H](C)N.COC[C@H](C)N.COC[C@H](C)N.COCCNCCOC.COCCNCCOC.NC(N)=O", "symbols": ["C", "O", "C", "C", "C", "N", "H", "H", "H", "H", "H", "H", "H", "H", "H", "H", "H", "C", "O", "C", "C", "C", "N", "H", "H", "H", "H", "H", "H", "H", "H", "H", "H", "H", "C", "O", "C", "C", "C", "N", "H", "H", "H", "H", "H", "H", "H", "H", "H", "H", "H", "C", "O", "C", "C", "C", "N", "H", "H", "H", "H", "H", "H", "H", "H", "H", "H", "H", "C", "O", "C", "C", "C", "N", "H", "H", "H", "H", "H", "H", "H", "H", "H", "H", "H", "C", "O", "C", "C", "C", "N", "H", "H", "H", "H", "H", "H", "H", "H", "H", "H", "H", "C", "O", "C", "C", "N", "C", "C", "O", "C", "H", "H", "H", "H", "H", "H", "H", "H", "H", "H", "H", "H", "H", "H", "H", "C", "O", "C", "C", "N", "C", "C", "O", "C", "H", "H", "H", "H", "H", "H", "H", "H", "H", "H", "H", "H", "H", "H", "H", "N", "C", "N", "O", "H", "H", "H", "H"], "xyz": [[17.72, 30.41, -22.90], [19.01, 30.35, -23.53], [19.29, 29.07, -24.04], [20.65, 29.09, -24.73], [20.62, 29.83, -26.05], [21.06, 27.69, -24.93], [17.88, 30.01, -21.90], [16.90, 29.92, -23.44], [17.52, 31.47, -22.83], [19.30, 28.34, -23.21], [18.50, 28.74, -24.72], [21.31, 29.59, -24.01], [19.78, 29.56, -26.69], [21.53, 29.62, -26.63], [20.61, 30.90, -25.84], [22.02, 27.63, -25.24], [21.05, 27.27, -24.00], [16.31, 33.11, -25.32], [16.32, 34.21, -26.19], [15.12, 34.95, -26.14], [15.12, 36.15, -27.09], [16.34, 37.06, -26.82], [13.88, 36.90, -26.83], [16.21, 33.47, -24.28], [17.16, 32.46, -25.46], [15.37, 32.55, -25.45], [14.32, 34.27, -26.46], [14.97, 35.24, -25.09], [15.24, 35.73, -28.09], [17.28, 36.52, -26.93], [16.35, 37.51, -25.82], [16.33, 37.89, -27.53], [14.06, 37.86, -27.07], [13.62, 36.83, -25.86], [15.03, 32.53, -13.94], [14.08, 32.93, -14.90], [14.23, 32.15, -16.08], [13.01, 32.34, -17.00], [12.84, 33.79, -17.44], [11.79, 31.86, -16.34], [16.06, 32.63, -14.31], [14.83, 31.51, -13.60], [15.00, 33.19, -13.07], [15.16, 32.41, -16.60], [14.43, 31.12, -15.76], [13.23, 31.80, -17.93], [12.63, 34.46, -16.60], [11.98, 33.85, -18.11], [13.69, 34.12, -18.04], [11.79, 32.40, -15.48], [11.94, 30.88, -16.09], [20.86, 30.48, -17.25], [20.51, 30.62, -18.60], [21.62, 30.98, -19.41], [21.20, 31.28, -20.83], [22.37, 31.79, -21.69], [20.18, 32.30, -20.91], [19.97, 30.18, -16.70], [21.33, 31.39, -16.86], [21.62, 29.69, -17.12], [22.00, 31.92, -18.98], [22.37, 30.19, -19.42], [20.89, 30.37, -21.36], [22.05, 31.89, -22.72], [23.23, 31.12, -21.61], [22.64, 32.80, -21.37], [19.46, 32.08, -20.23], [19.77, 32.30, -21.84], [18.96, 36.34, -24.09], [19.31, 36.82, -22.81], [19.18, 35.78, -21.85], [19.94, 36.13, -20.60], [21.42, 36.41, -20.91], [19.89, 35.05, -19.61], [18.04, 35.75, -24.10], [19.73, 35.63, -24.43], [18.84, 37.17, -24.78], [18.14, 35.50, -21.64], [19.63, 34.86, -22.24], [19.56, 37.06, -20.16], [21.92, 35.57, -21.40], [21.97, 36.63, -20.00], [21.53, 37.25, -21.60], [18.92, 34.81, -19.44], [20.29, 34.22, -20.03], [12.86, 34.98, -23.08], [14.13, 34.93, -22.45], [14.25, 35.73, -21.29], [14.10, 37.24, -21.55], [15.10, 37.84, -22.51], [13.97, 38.04, -20.34], [12.09, 34.67, -22.36], [12.87, 34.33, -23.95], [12.64, 35.99, -23.41], [13.54, 35.35, -20.55], [15.20, 35.51, -20.80], [13.12, 37.26, -22.04], [15.10, 38.91, -22.64], [15.11, 37.33, -23.48], [16.07, 37.48, -22.13], [14.31, 38.98, -20.30], [14.33, 37.55, -19.52], [13.19, 30.78, -22.19], [13.55, 30.61, -20.83], [13.73, 29.25, -20.47], [13.64, 29.15, -18.95], [14.80, 29.72, -18.23], [15.93, 28.76, -18.26], [17.02, 29.16, -17.30], [16.57, 28.85, -15.99], [17.40, 29.33, -14.95], [13.99, 30.36, -22.82], [13.12, 31.84, -22.42], [12.28, 30.23, -22.43], [14.67, 28.86, -20.87], [12.86, 28.71, -20.88], [13.52, 28.09, -18.69], [12.77, 29.76, -18.71], [14.49, 29.78, -17.27], [16.34, 28.78, -19.27], [15.66, 27.74, -17.96], [17.41, 30.17, -17.35], [17.81, 28.43, -17.56], [17.04, 28.86, -14.03], [17.28, 30.40, -14.79], [18.43, 28.98, -15.03], [16.29, 36.17, -14.75], [17.27, 35.95, -15.73], [16.82, 35.74, -17.07], [16.83, 36.99, -17.94], [15.90, 38.00, -17.48], [16.33, 39.31, -17.99], [15.64, 40.38, -17.22], [15.79, 40.14, -15.82], [14.85, 40.73, -14.96], [16.75, 36.47, -13.81], [15.70, 35.26, -14.57], [15.60, 36.97, -15.02], [15.82, 35.29, -17.04], [17.54, 35.05, -17.51], [16.61, 36.69, -18.98], [17.87, 37.35, -17.99], [15.84, 38.00, -16.48], [16.03, 39.42, -19.04], [17.42, 39.40, -17.95], [14.56, 40.40, -17.39], [15.93, 41.41, -17.47], [13.83, 40.48, -15.25], [14.96, 41.81, -14.86], [15.06, 40.30, -13.98], [15.67, 32.71, -20.89], [16.58, 32.96, -19.92], [16.48, 32.13, -18.85], [17.27, 33.98, -19.91], [14.94, 32.02, -20.93], [15.50, 33.46, -21.55], [16.99, 32.37, -18.01], [16.01, 31.22, -18.84]]}